[1]
Here is C28H47BN7Pb as an isolated structure in a non-equilibrium geometry from OMol25. Energies are from wB97M-V/def2-TZVPD.

Positions of all 84 atoms, in Å:
Pb1 -17.820 -12.653 22.719
N1 -21.874 -20.916 24.732
N2 -18.913 -19.222 31.388
N3 -13.968 -9.763 25.965
N4 -17.118 -24.478 27.371
N5 -14.995 -18.949 18.903
N6 -12.005 -14.752 22.565
N7 -23.489 -15.818 21.422
C1 -14.316 -26.065 25.799
C2 -11.871 -8.538 27.064
C3 -22.592 -21.391 25.863
C4 -24.494 -16.235 21.814
C5 -10.096 -17.233 24.045
C6 -15.041 -20.233 17.002
C7 -23.130 -22.679 24.147
C8 -15.612 -19.991 18.289
C9 -10.759 -15.914 24.534
C10 -13.017 -9.199 26.437
C11 -14.168 -19.209 16.841
C12 -26.369 -17.916 21.560
C13 -18.437 -18.184 30.627
C14 -26.804 -17.553 20.152
C15 -23.309 -22.488 25.551
C16 -16.704 -24.505 26.303
C17 -19.781 -17.266 32.162
C18 -14.175 -18.383 17.945
C19 -16.184 -24.483 24.928
C20 -10.059 -9.066 25.240
C21 -22.133 -21.827 23.728
C22 -25.753 -16.749 22.361
C23 -18.879 -16.982 31.171
C24 -14.711 -24.905 24.892
C25 -10.760 -7.953 26.095
C26 -11.411 -15.256 23.446
C27 -9.037 -17.110 23.023
C28 -19.765 -18.624 32.315
B1 -17.306 -16.641 24.130
H1 -13.987 -24.100 25.021
H2 -11.194 -7.229 25.405
H3 -21.753 -21.667 22.729
H4 -20.273 -16.478 32.712
H5 -25.519 -16.979 23.400
H6 -18.905 -20.210 31.183
H7 -18.536 -16.008 30.855
H8 -21.244 -20.129 24.673
H9 -18.359 -16.704 24.357
H10 -27.290 -18.447 19.762
H11 -13.560 -17.528 18.185
H12 -11.453 -16.157 25.338
H13 -14.898 -26.983 25.722
H14 -25.627 -18.713 21.507
H15 -13.263 -26.292 25.635
H16 -20.332 -19.237 33.000
H17 -11.400 -9.299 27.687
H18 -16.959 -25.007 24.368
H19 -16.361 -20.552 18.828
H20 -10.869 -17.924 23.710
H21 -27.573 -16.789 20.264
H22 -26.438 -15.902 22.394
H23 -14.442 -25.786 26.845
H24 -26.051 -17.224 19.435
H25 -24.061 -22.949 26.174
H26 -27.188 -18.327 22.149
H27 -12.252 -7.750 27.715
H28 -16.766 -17.520 24.447
H29 -17.173 -16.459 23.075
H30 -15.233 -18.679 19.846
H31 -15.371 -20.957 16.272
H32 -22.582 -20.774 26.750
H33 -8.319 -16.356 23.345
H34 -10.016 -7.430 26.697
H35 -14.398 -25.251 23.907
H36 -13.589 -18.931 15.973
H37 -9.569 -17.568 24.939
H38 -16.952 -15.813 24.725
H39 -9.163 -8.646 24.782
H40 -9.687 -9.960 25.743
H41 -8.585 -18.066 22.759
H42 -10.041 -15.268 25.039
H43 -17.882 -18.499 29.756
H44 -16.315 -23.497 24.482
H45 -10.668 -9.442 24.419
H46 -9.439 -16.752 22.075
H47 -23.604 -23.467 23.582

As for the LUMO energy: -0.2890 hartree. The multiplicity is 1. For the relative energy (zero: lowest compared OMol25 entry of this formula, charge and spin), the calculation gives 1098.9 kJ/mol. The total charge is +1.


[2]
Here is C28H47BrNO3P3Ru as an isolated structure in a non-equilibrium geometry from OMol25. Energies are from wB97M-V/def2-TZVPD.

Positions of all 84 atoms, in Å:
Ru1 -1.228 -0.146 1.316
Br1 -3.361 -1.148 2.208
P1 0.946 -0.356 0.364
P2 -1.915 -2.035 -1.228
P3 -0.526 -1.118 3.302
O1 -1.008 -2.654 3.533
O2 -1.173 -0.395 4.600
O3 1.084 -1.099 3.574
N1 4.283 5.276 -3.176
C1 1.645 -0.834 4.879
C2 -1.304 2.009 1.711
C3 2.925 5.196 -1.210
C4 2.928 -2.326 -0.483
C5 -4.451 -3.186 -0.992
C6 4.119 5.455 -1.871
C7 -0.707 -2.810 -2.360
C8 -2.932 3.210 -0.314
C9 1.817 4.754 -1.980
C10 2.047 0.793 1.251
C11 3.541 0.465 1.322
C12 -1.030 1.010 4.940
C13 -0.634 4.301 -1.016
C14 -0.793 3.096 0.904
C15 2.007 4.554 -3.360
C16 -3.334 1.952 0.120
C17 -2.376 1.409 0.990
C18 3.254 4.856 -3.908
C19 -0.222 -3.853 3.560
C20 -1.559 3.552 -0.162
C21 0.973 0.192 -1.398
C22 -3.252 -0.986 -3.481
C23 -2.769 -0.659 -2.061
C24 -3.003 -3.346 -0.594
C25 2.313 0.627 -1.986
C26 -1.291 -4.016 -3.090
C27 0.536 4.437 -1.422
C28 1.756 -2.027 0.447
H1 2.863 5.347 -0.134
H2 1.629 0.231 5.075
H3 -4.809 -2.171 -0.807
H4 -2.166 -3.736 -3.694
H5 -2.882 -3.276 0.488
H6 -3.601 -0.303 -1.427
H7 2.667 -1.204 4.852
H8 3.290 -3.340 -0.253
H9 -2.034 0.168 -2.091
H10 3.778 -1.642 -0.334
H11 2.074 -2.100 1.497
H12 0.978 -2.800 0.337
H13 -3.952 -1.834 -3.495
H14 0.834 -3.656 3.797
H15 -1.940 1.560 4.721
H16 3.405 4.772 -4.976
H17 -0.666 -4.504 4.327
H18 -5.082 -3.868 -0.406
H19 0.259 1.034 -1.451
H20 -4.565 -3.422 -2.058
H21 3.708 -0.462 1.892
H22 0.556 -0.642 -1.988
H23 1.091 -1.377 5.643
H24 -1.020 1.902 2.757
H25 -0.281 -4.354 2.583
H26 -1.571 -4.807 -2.384
H27 -0.536 -4.447 -3.758
H28 1.863 1.751 0.750
H29 -3.780 -0.120 -3.904
H30 4.037 0.381 0.341
H31 -2.413 -1.198 -4.157
H32 -0.876 1.038 6.008
H33 4.988 5.859 -1.344
H34 1.204 4.193 -4.007
H35 2.151 0.788 -3.060
H36 -0.324 -2.055 -3.065
H37 2.643 -2.311 -1.547
H38 0.264 3.413 0.989
H39 0.131 -3.116 -1.709
H40 -3.584 3.850 -0.907
H41 -0.229 1.535 4.433
H42 3.113 -0.115 -1.876
H43 -2.634 -4.324 -0.895
H44 1.673 0.886 2.280
H45 -4.247 1.462 -0.279
H46 2.662 1.580 -1.569
H47 4.030 1.285 1.872

As for the LUMO energy (spin up / spin down): -0.4647 / -0.5321 hartree. The multiplicity is 5. As for the expectation value of S²: 6.042. The total charge is +4.


[3]
Here is C28H47Cl3N2O3PSiY as an isolated structure in a non-equilibrium geometry from OMol25. Energies are from wB97M-V/def2-TZVPD.

Positions of all 86 atoms, in Å:
Y1 0.369 0.348 0.953
Cl1 -1.112 -1.381 2.176
Cl2 -0.671 2.445 2.036
Cl3 2.571 0.952 2.163
P1 2.214 -1.986 2.222
Si1 -0.210 2.506 4.190
O1 0.345 -1.101 -0.756
O2 1.103 1.647 -0.827
O3 -1.953 1.504 0.043
N1 0.217 3.359 -2.037
N2 -0.128 -2.524 -2.461
C1 0.891 2.209 -1.929
C2 -0.185 0.787 4.881
C3 2.604 -1.853 4.013
C4 -1.459 3.595 5.026
C5 -0.199 4.099 -0.846
C6 -4.104 3.179 0.483
C7 -1.966 0.840 -2.923
C8 5.182 -1.880 -0.568
C9 -1.894 0.190 -4.162
C10 1.635 -3.721 2.099
C11 -0.887 -3.654 -2.985
C12 6.339 -2.231 0.139
C13 0.882 -1.941 -3.341
C14 -4.008 3.052 -2.019
C15 5.032 -2.450 2.171
C16 3.952 -1.817 0.087
C17 -0.080 3.971 -3.333
C18 -2.697 -0.927 -4.405
C19 3.875 -2.114 1.460
C20 1.463 3.326 4.311
C21 -2.832 0.375 -1.941
C22 -4.584 4.413 -2.208
C23 -3.801 2.495 -0.815
C24 6.264 -2.513 1.506
C25 -3.594 -0.770 -2.165
C26 -3.060 1.167 -0.639
C27 -3.545 -1.406 -3.410
C28 -0.333 -2.058 -1.238
H1 1.996 2.923 5.181
H2 -1.421 4.627 4.645
H3 -3.211 3.692 0.874
H4 -4.403 2.435 1.233
H5 1.671 -1.599 4.534
H6 7.300 -2.281 -0.378
H7 7.159 -2.784 2.064
H8 2.993 -2.811 4.381
H9 -1.385 1.749 -2.725
H10 0.403 -1.559 -4.250
H11 -1.223 0.577 -4.935
H12 -0.610 0.030 4.211
H13 2.018 -4.295 2.954
H14 -2.664 -1.419 -5.384
H15 -4.257 -1.114 -1.368
H16 1.359 4.408 4.459
H17 -4.207 5.128 -1.462
H18 4.981 -2.664 3.246
H19 -1.336 -3.396 -3.952
H20 -1.154 3.885 -3.568
H21 0.175 5.041 -3.293
H22 -0.207 5.163 -1.090
H23 1.600 -2.719 -3.626
H24 -4.323 4.782 -3.205
H25 -5.681 4.402 -2.140
H26 0.842 0.490 5.128
H27 -1.681 -3.914 -2.279
H28 -0.765 0.784 5.813
H29 0.499 3.475 -4.114
H30 -1.226 3.638 6.104
H31 -2.486 3.219 4.922
H32 2.090 3.146 3.430
H33 1.391 -1.126 -2.820
H34 -0.227 -4.523 -3.131
H35 0.537 -3.692 2.108
H36 -3.705 0.548 0.018
H37 -1.206 3.780 -0.547
H38 -3.811 2.489 -2.933
H39 5.238 -1.656 -1.636
H40 1.991 -4.157 1.156
H41 3.053 -1.527 -0.454
H42 1.261 1.794 -2.886
H43 -4.910 3.909 0.366
H44 -1.120 -2.543 -0.641
H45 3.330 -1.045 4.175
H46 -4.183 -2.274 -3.588
H47 0.495 3.902 -0.023

As for the LUMO energy: 0.0120 hartree. The multiplicity is 1. For the relative energy (zero: lowest compared OMol25 entry of this formula, charge and spin), the calculation gives 164.2 kJ/mol.


[4]
Here is a 8-piece molecular cluster, C28H47F9O19 overall in a non-equilibrium geometry from OMol25. Energies are from wB97M-V/def2-TZVPD.

Positions of all 103 atoms, in Å:
F1 4.431 -4.574 -1.446
F2 -3.789 3.303 -0.173
F3 5.431 2.130 0.388
F4 4.045 -4.686 -3.552
F5 3.623 2.241 -0.750
F6 4.321 0.283 0.075
F7 4.055 -2.723 -2.572
F8 -3.065 5.311 -0.436
F9 -4.933 4.936 0.645
O1 -2.072 1.936 -3.782
O2 -1.810 -5.120 0.963
O3 -2.236 -4.085 -0.919
O4 3.411 1.171 2.461
O5 1.293 -4.219 -2.828
O6 1.928 -1.684 -4.816
O7 2.733 3.007 1.290
O8 -3.202 -3.357 1.004
O9 0.477 -1.897 3.705
O10 1.018 0.652 0.026
O11 -0.567 3.245 -3.118
O12 -1.630 -1.491 3.690
O13 -0.203 2.047 -5.012
O14 -0.216 -1.161 -4.337
O15 -2.345 3.370 2.004
O16 -2.957 5.508 2.475
O17 1.368 -0.250 -3.120
O18 2.126 -4.171 -0.695
O19 -0.134 0.264 3.630
C1 -2.891 4.389 1.728
C2 2.511 4.128 3.514
C3 -3.080 -3.175 -1.708
C4 -2.493 -4.120 0.398
C5 2.774 0.030 -2.926
C6 1.788 3.368 2.403
C7 2.154 -4.109 -2.028
C8 -2.774 -0.648 3.727
C9 -0.117 1.506 0.222
C10 1.341 -4.804 1.308
C11 3.645 -4.033 -2.415
C12 1.505 -2.521 -5.901
C13 4.202 1.602 0.278
C14 -3.703 4.476 0.380
C15 -2.010 5.548 3.611
C16 -1.253 0.859 -0.568
C17 -0.961 -0.651 -0.414
C18 0.859 -4.409 -0.056
C19 -2.421 -5.366 2.308
C20 -2.573 4.933 4.895
C21 3.349 1.860 1.507
C22 0.708 3.821 -3.189
C23 0.501 -0.705 0.035
C24 -0.409 -0.884 3.646
C25 -0.840 2.361 -4.054
C26 0.956 -1.030 -4.136
C27 -2.550 0.811 -4.594
C28 1.787 -1.461 3.494
H1 1.595 -5.829 1.284
H2 0.588 -1.277 1.002
H3 -2.969 3.940 4.683
H4 0.230 -3.499 -0.036
H5 -3.313 5.532 5.513
H6 1.100 3.937 1.772
H7 0.152 2.481 -0.130
H8 -3.308 -5.951 2.159
H9 -2.608 -4.403 2.654
H10 -3.523 0.628 -4.138
H11 -2.796 -0.015 4.688
H12 -2.208 1.199 -0.148
H13 0.864 4.231 -4.192
H14 1.897 4.205 4.394
H15 -3.398 -2.275 -1.104
H16 -2.621 1.077 -5.703
H17 0.760 4.584 -2.404
H18 2.787 5.064 3.094
H19 -1.120 4.962 3.406
H20 1.215 -3.469 -5.494
H21 0.725 -2.080 -6.494
H22 -1.179 1.220 -1.615
H23 3.101 0.428 -3.865
H24 2.325 -4.404 1.633
H25 -2.577 -2.907 -2.551
H26 2.252 -0.778 4.222
H27 -2.764 0.008 2.850
H28 1.136 -1.218 -0.692
H29 -1.771 0.041 -4.710
H30 3.252 -0.931 -2.732
H31 1.865 -0.871 2.557
H32 3.430 3.560 3.724
H33 -0.268 1.528 1.274
H34 1.573 3.103 -3.080
H35 1.324 2.427 2.689
H36 -1.128 -1.193 -1.347
H37 -1.604 -5.824 2.893
H38 0.639 -4.650 2.136
H39 -3.619 -1.397 3.672
H40 2.378 -2.656 -6.517
H41 2.782 0.743 -2.120
H42 2.396 -2.268 3.351
H43 -1.737 4.684 5.567
H44 -1.580 -1.078 0.396
H45 -1.707 6.569 3.685
H46 0.326 -5.239 -0.500
H47 -4.002 -3.703 -1.994

As for the LUMO energy: 0.0181 hartree. The multiplicity is 1. The SMILES is CCOC(=O)C(F)(F)F.CCOC(=O)C(F)(F)F.CCOC(=O)C(F)(F)F.COC(=O)OC.COC(=O)OC.COC(=O)OC.COC(=O)OC.C1CCOC1.


- Among the records above, which one has the highest multiplicity?
  C28H47BrNO3P3Ru


What did the second record say?
Here is C28H47BrNO3P3Ru as an isolated structure in a non-equilibrium geometry from OMol25. Energies are from wB97M-V/def2-TZVPD.

Positions of all 84 atoms, in Å:
Ru1 -1.228 -0.146 1.316
Br1 -3.361 -1.148 2.208
P1 0.946 -0.356 0.364
P2 -1.915 -2.035 -1.228
P3 -0.526 -1.118 3.302
O1 -1.008 -2.654 3.533
O2 -1.173 -0.395 4.600
O3 1.084 -1.099 3.574
N1 4.283 5.276 -3.176
C1 1.645 -0.834 4.879
C2 -1.304 2.009 1.711
C3 2.925 5.196 -1.210
C4 2.928 -2.326 -0.483
C5 -4.451 -3.186 -0.992
C6 4.119 5.455 -1.871
C7 -0.707 -2.810 -2.360
C8 -2.932 3.210 -0.314
C9 1.817 4.754 -1.980
C10 2.047 0.793 1.251
C11 3.541 0.465 1.322
C12 -1.030 1.010 4.940
C13 -0.634 4.301 -1.016
C14 -0.793 3.096 0.904
C15 2.007 4.554 -3.360
C16 -3.334 1.952 0.120
C17 -2.376 1.409 0.990
C18 3.254 4.856 -3.908
C19 -0.222 -3.853 3.560
C20 -1.559 3.552 -0.162
C21 0.973 0.192 -1.398
C22 -3.252 -0.986 -3.481
C23 -2.769 -0.659 -2.061
C24 -3.003 -3.346 -0.594
C25 2.313 0.627 -1.986
C26 -1.291 -4.016 -3.090
C27 0.536 4.437 -1.422
C28 1.756 -2.027 0.447
H1 2.863 5.347 -0.134
H2 1.629 0.231 5.075
H3 -4.809 -2.171 -0.807
H4 -2.166 -3.736 -3.694
H5 -2.882 -3.276 0.488
H6 -3.601 -0.303 -1.427
H7 2.667 -1.204 4.852
H8 3.290 -3.340 -0.253
H9 -2.034 0.168 -2.091
H10 3.778 -1.642 -0.334
H11 2.074 -2.100 1.497
H12 0.978 -2.800 0.337
H13 -3.952 -1.834 -3.495
H14 0.834 -3.656 3.797
H15 -1.940 1.560 4.721
H16 3.405 4.772 -4.976
H17 -0.666 -4.504 4.327
H18 -5.082 -3.868 -0.406
H19 0.259 1.034 -1.451
H20 -4.565 -3.422 -2.058
H21 3.708 -0.462 1.892
H22 0.556 -0.642 -1.988
H23 1.091 -1.377 5.643
H24 -1.020 1.902 2.757
H25 -0.281 -4.354 2.583
H26 -1.571 -4.807 -2.384
H27 -0.536 -4.447 -3.758
H28 1.863 1.751 0.750
H29 -3.780 -0.120 -3.904
H30 4.037 0.381 0.341
H31 -2.413 -1.198 -4.157
H32 -0.876 1.038 6.008
H33 4.988 5.859 -1.344
H34 1.204 4.193 -4.007
H35 2.151 0.788 -3.060
H36 -0.324 -2.055 -3.065
H37 2.643 -2.311 -1.547
H38 0.264 3.413 0.989
H39 0.131 -3.116 -1.709
H40 -3.584 3.850 -0.907
H41 -0.229 1.535 4.433
H42 3.113 -0.115 -1.876
H43 -2.634 -4.324 -0.895
H44 1.673 0.886 2.280
H45 -4.247 1.462 -0.279
H46 2.662 1.580 -1.569
H47 4.030 1.285 1.872

As for the LUMO energy (spin up / spin down): -0.4647 / -0.5321 hartree. The multiplicity is 5. As for the expectation value of S²: 6.042. The total charge is +4.